Here is one molecule with the formula C24H24N4O2S in a non-equilibrium geometry from OMol25. Energies are from ωB97M-V/def2-TZVPD.

LUMO: 0.4 eV
Orbital gap: 8.229 eV
DFT total energy: -46167.6969 eV
SMILES: Cc1ccc(NCc2nnc(SCC(=O)c3ccccc3)n2Cc2ccco2)c(C)c1

Element x y z (Å)
C: 4.048336 0.620341 -4.351612
C: 2.862475 0.000378 -3.674683
C: 1.586842 0.517624 -3.834759
C: 0.506471 -0.068539 -3.204003
C: 0.669931 -1.186065 -2.392565
N: -0.458806 -1.787209 -1.808022
C: -1.272552 -0.958792 -0.941731
C: -0.594280 -0.725201 0.369407
N: 0.077930 -1.635147 1.020613
N: 0.585808 -1.082217 2.129228
C: 0.214475 0.167160 2.147297
S: 0.570647 1.328112 3.395524
C: 0.266890 0.259681 4.854854
C: -1.221549 0.355832 5.123976
O: -1.661964 0.989372 6.051645
C: -2.084633 -0.266746 4.085273
C: -3.116374 0.498784 3.546044
C: -3.899358 -0.008716 2.526029
C: -3.677570 -1.293614 2.056933
C: -2.678434 -2.073281 2.616614
C: -1.878333 -1.563381 3.623130
N: -0.548668 0.458087 1.049871
C: -1.102112 1.735882 0.686883
C: -0.376936 2.329530 -0.480564
C: -0.827761 2.975489 -1.593715
C: 0.326869 3.340662 -2.327920
C: 1.385941 2.880914 -1.610638
O: 0.970838 2.272202 -0.490155
C: 1.952162 -1.729531 -2.230561
C: 2.174591 -2.935495 -1.364498
C: 3.018343 -1.125132 -2.874955
H: 3.787820 1.582585 -4.785949
H: 4.863784 0.763182 -3.644146
H: 4.410668 -0.028916 -5.148858
H: 1.430710 1.384247 -4.460731
H: -0.481724 0.341217 -3.353951
H: -0.207074 -2.637492 -1.317709
H: -1.475416 -0.002880 -1.427550
H: -2.224757 -1.473846 -0.767705
H: 0.613880 -0.736217 4.592035
H: 0.839013 0.682501 5.678936
H: -3.278160 1.497357 3.924460
H: -4.686465 0.596380 2.100285
H: -4.290820 -1.691244 1.261395
H: -2.508980 -3.077539 2.259998
H: -1.103090 -2.179650 4.051633
H: -1.004671 2.384978 1.566281
H: -2.162941 1.623755 0.444296
H: -1.848048 3.170885 -1.853769
H: 0.354668 3.867439 -3.258776
H: 2.441900 2.912133 -1.786571
H: 1.705613 -3.818154 -1.801591
H: 3.238406 -3.134239 -1.263446
H: 1.757044 -2.779733 -0.368696
H: 4.009421 -1.537733 -2.742811

Cartesian forces, eV/Å:
-0.01 -0.09 -0.02
-0.01 0.03 -0.03
0.11 -0.09 0.04
-0.05 -0.10 0.09
0.20 0.19 -0.26
-0.16 -0.48 -0.03
-0.10 -0.08 0.00
0.07 0.25 0.10
-0.44 -0.52 -0.91
0.54 0.52 0.73
0.04 0.13 -0.05
0.28 0.06 0.26
-0.04 0.25 -0.11
0.32 -0.10 0.11
-0.04 0.05 0.00
-0.57 -0.10 -0.10
0.13 -0.02 0.09
-0.07 0.08 -0.03
-0.02 -0.05 -0.01
-0.06 -0.07 -0.02
-0.07 0.17 0.17
0.23 -0.76 0.38
0.17 0.43 -0.20
-0.80 0.18 -0.40
0.09 -0.34 0.60
0.55 -0.01 0.23
-0.19 0.56 -0.76
0.00 -0.27 0.54
-0.06 -0.02 0.13
-0.03 0.08 0.01
-0.13 0.15 -0.08
0.04 0.08 -0.05
0.09 0.06 -0.01
0.09 0.04 -0.08
0.00 0.09 -0.06
-0.12 0.02 -0.02
-0.03 0.11 -0.03
-0.09 -0.11 0.02
0.05 0.18 -0.03
0.03 -0.02 0.07
-0.05 -0.06 -0.02
-0.02 0.09 0.05
-0.08 0.05 -0.03
-0.06 -0.04 -0.07
0.02 -0.09 -0.04
0.13 -0.02 -0.03
-0.17 -0.16 -0.12
0.13 0.10 0.06
-0.26 0.00 0.00
0.10 0.10 -0.22
0.18 -0.07 0.05
-0.02 -0.14 0.02
0.05 -0.06 0.00
0.00 -0.08 0.02
0.11 -0.07 0.04